1.
The following is a quantum chemistry calculation of C9H12ClO4P as an isolated structure at a distorted geometry, from OMol25.

## Properties
Multiplicity: 1
HOMO (eV): -8.66
ΔE to the lowest compared entry with this formula, charge and spin (kJ/mol): 128.6

Structure (XYZ):
```
27
C9H12ClO4P (wB97M-V/def2-TZVPD)
O 2.763 1.074 -1.694
Cl -2.102 2.818 -1.411
O 0.304 1.173 -1.277
O 2.267 0.884 0.710
O 1.781 -1.135 -0.937
C -1.969 1.334 -0.548
C -1.109 -1.864 -0.500
C -0.711 0.706 -0.437
C -2.382 -1.898 -0.083
C 1.840 2.152 1.128
C 2.996 -1.704 -0.393
C -3.071 0.625 0.142
C -0.856 -0.671 0.325
C -2.360 -0.639 0.779
P 1.768 0.444 -0.800
H -0.551 -2.457 -1.213
H -3.136 -2.552 -0.365
H 2.431 2.819 1.706
H 1.254 2.737 0.401
H 1.121 1.824 1.899
H 3.871 -1.290 -0.860
H 3.011 -2.830 -0.589
H 3.066 -1.486 0.654
H -3.837 0.365 -0.636
H -3.581 1.225 0.930
H -0.267 -0.905 1.219
H -2.541 -0.748 1.851
```

---

2.
The following is a quantum chemistry calculation of a 2-piece molecular cluster, C9H12ClOP overall at a distorted geometry, from OMol25.

## Properties
Multiplicity: 1
HOMO (alpha / beta) (eV): -7.86 / -7.85
ΔE to the lowest compared entry with this formula, charge and spin (kJ/mol): 426.7

Structure (XYZ):
```
24
C9H12ClOP (wB97M-V/def2-TZVPD)
C -2.169 -3.051 0.673
C -2.559 -2.670 -0.636
C -1.765 -2.128 1.590
C -2.325 -1.371 -1.065
C -1.542 -0.818 1.174
C -1.939 -0.394 -0.083
C 3.291 1.256 0.400
C 1.839 2.075 -1.368
C 1.962 1.670 0.153
O 1.094 0.660 0.354
P -1.633 1.263 -0.688
Cl -1.846 2.378 0.925
H -2.511 -4.079 0.985
H -2.696 -3.349 -1.454
H -1.222 -2.395 2.477
H -2.594 -1.026 -2.077
H -1.206 -0.201 1.958
H 3.423 0.232 -0.170
H 3.930 1.967 -0.053
H 3.615 1.157 1.371
H 2.269 1.218 -1.988
H 2.220 3.069 -1.663
H 0.754 2.052 -1.573
H 1.610 2.487 0.756
```

---

3.
The following is a quantum chemistry calculation of C9H12F3InO6P as an isolated structure, from OMol25.

## Properties
Total charge: -1
Multiplicity: 1
HOMO (eV): -4.69

Structure (XYZ):
```
32
C9H12F3InO6P (wB97M-V/def2-TZVPD)
O 6.899 -0.673 -1.100
P 5.423 -0.410 -1.258
In 4.616 1.759 -0.118
C 2.398 1.872 -0.250
C 1.685 0.539 -0.328
O 0.540 0.460 0.525
C 1.211 0.172 -1.751
F -0.120 0.319 -1.922
F 1.486 -1.124 -2.038
F 1.797 0.903 -2.718
H 4.628 -1.538 -0.888
H 4.994 -0.468 -2.616
H 5.367 3.071 -0.980
H 5.060 1.609 1.566
H 2.075 2.336 0.680
H 2.098 2.529 -1.061
H 2.339 -0.299 -0.067
H 0.646 -0.262 1.141
C -4.885 -1.737 1.237
C -5.116 -0.675 0.450
C -4.041 0.354 0.109
O -4.415 1.255 -0.625
C -2.720 0.197 0.653
C -2.497 -0.863 1.446
C -3.559 -1.898 1.780
O -3.204 -2.816 2.500
O -1.331 -1.116 2.008
O -6.274 -0.394 -0.117
H -5.642 -2.470 1.477
H -1.937 0.901 0.402
H -1.413 -1.961 2.490
H -6.108 0.430 -0.626
```

---

4.
The following is a quantum chemistry calculation of C9H12I2O3Sr as an isolated structure at a distorted geometry, from OMol25.

## Properties
Total charge: +2
Multiplicity: 1
HOMO (eV): -14.08

Structure (XYZ):
```
27
C9H12I2O3Sr (wB97M-V/def2-TZVPD)
C -1.260 -3.372 -0.905
C -1.050 -1.807 -1.326
I -2.944 -1.073 -2.234
C -0.636 -0.926 -0.029
C -0.372 0.637 -0.381
C -1.649 1.561 0.063
O -1.515 1.502 1.532
C -0.201 1.088 1.984
O 0.134 0.637 3.111
C 0.677 1.301 0.661
C 2.217 0.853 0.625
C 3.242 1.931 1.218
O 2.969 3.126 1.504
I 5.308 1.260 1.598
H -0.735 -3.545 0.105
H -0.784 -4.088 -1.668
H -2.398 -3.563 -0.806
H -0.194 -1.813 -2.108
H -1.517 -0.965 0.716
H 0.246 -1.444 0.484
H 0.137 0.875 -1.397
H -2.698 1.172 -0.163
H -1.428 2.655 -0.243
H 0.741 2.429 0.464
H 2.397 -0.133 1.203
H 2.511 0.671 -0.485
Sr -1.198 1.031 -3.522
```

---

no.,E_tot (eV)
1,-39527.1581
2,-33382.2065
3,-44427.6541
4,-32687.6026